{
  "formula": "C4H11NO",
  "method": "ωB97M-V with the def2-TZVPD basis set",
  "charge": 0,
  "orbital_gap_ev": 10.75,
  "e_lumo_ev": 0.75,
  "smiles": "CC(N)=O.CC",
  "species": ["C", "C", "N", "O", "H", "H", "H", "H", "H", "C", "C", "H", "H", "H", "H", "H", "H"],
  "coordinates": [[2.259489, 1.099623, -1.087104], [2.208655, -0.248244, -0.480777], [2.176496, -0.390624, 0.947573], [2.189298, -1.222806, -1.191998], [3.172726, 1.774381, -0.764716], [1.393121, 1.725930, -0.998177], [2.481390, 1.074444, -2.242160], [1.889891, -1.282937, 1.298880], [2.155502, 0.430776, 1.523113], [-2.235581, -0.706824, -0.228169], [-2.874155, -0.066787, 0.960520], [-2.732197, -1.683483, -0.529258], [-2.299529, 0.050509, -1.049279], [-1.204677, -1.020656, -0.152280], [-2.008229, 0.652312, 1.473239], [-2.951307, -0.827019, 1.813972], [-3.620890, 0.641401, 0.706620]],
  "forces_ev_per_angstrom": [[3.2, 2.7, -2.3], [-0.2, -1.0, 1.8], [0.2, 1.0, -2.6], [-0.1, -0.4, 0.1], [-1.7, -1.4, 0.0], [-0.6, 0.0, 0.5], [-0.7, -0.6, 2.2], [0.0, -0.1, 0.1], [-0.2, -0.1, 0.1], [-0.8, -0.7, -2.0], [4.5, 0.4, 3.5], [0.1, 1.4, 0.1], [0.2, -1.0, 0.2], [0.4, 0.3, 0.5], [-2.0, -1.5, -1.3], [-1.0, 1.2, -1.2], [-1.3, -0.1, 0.2]]
}